Record 1
{
  "formula": "C22H29N3O3",
  "method": "ωB97M-V with the def2-TZVPD basis set",
  "symbols": ["O", "O", "O", "N", "N", "N", "C", "C", "C", "C", "C", "C", "C", "C", "C", "C", "C", "C", "C", "C", "C", "C", "C", "C", "C", "C", "C", "C", "H", "H", "H", "H", "H", "H", "H", "H", "H", "H", "H", "H", "H", "H", "H", "H", "H", "H", "H", "H", "H", "H", "H", "H", "H", "H", "H", "H", "H"],
  "xyz": [[-0.98, 0.70, 2.82], [-3.76, -5.49, 4.03], [-4.39, -5.55, 1.98], [-3.80, -5.04, 2.91], [1.35, 3.01, -3.69], [-0.46, -0.01, 0.73], [2.50, 4.85, -5.02], [-3.10, -3.80, 2.65], [-1.76, -1.44, 2.15], [2.19, 2.94, -2.51], [2.21, -0.16, -0.67], [4.46, 0.00, 0.15], [-1.76, -1.99, 3.43], [0.08, 3.26, -1.10], [-3.14, -3.25, 1.37], [4.04, 0.90, 1.11], [0.33, 1.16, 0.36], [3.54, -0.54, -0.74], [-1.03, -0.15, 1.95], [1.64, 1.96, -4.64], [1.27, 4.34, -4.26], [1.56, 3.61, -1.28], [-0.23, 1.77, -0.93], [1.78, 0.76, 0.28], [2.71, 1.28, 1.18], [-2.46, -2.07, 1.13], [-2.42, -3.17, 3.69], [0.57, 1.85, -5.73], [1.05, 5.04, -3.45], [-1.23, -1.47, 4.21], [2.63, 2.07, -5.11], [-1.31, 1.66, -0.90], [3.39, 4.82, -4.39], [-0.30, 3.80, -0.23], [1.51, -0.58, -1.37], [4.75, 1.31, 1.82], [1.64, 4.69, -1.37], [0.19, 1.87, 1.19], [0.14, 1.23, -1.80], [3.19, 3.38, -2.67], [-0.46, 3.61, -1.98], [-2.50, -1.63, 0.14], [2.13, 3.31, -0.40], [2.34, 5.88, -5.33], [0.70, 0.92, -6.28], [2.36, 1.88, -2.28], [0.41, 4.36, -4.94], [0.63, 2.67, -6.43], [5.50, -0.30, 0.10], [2.38, 1.97, 1.93], [-0.44, -0.79, 0.09], [1.65, 1.02, -4.08], [-2.43, -3.62, 4.67], [-0.42, 1.85, -5.27], [2.69, 4.25, -5.91], [3.86, -1.25, -1.48], [-3.69, -3.76, 0.60]],
  "spin_multiplicity": 1,
  "e_lumo_ev": -0.73
}

Record 2
{
  "formula": "C22H29N3O4S",
  "method": "ωB97M-V with the def2-TZVPD basis set",
  "symbols": ["S", "O", "O", "O", "O", "N", "N", "N", "C", "C", "C", "C", "C", "C", "C", "C", "C", "C", "C", "C", "C", "C", "C", "C", "C", "C", "C", "C", "C", "C", "H", "H", "H", "H", "H", "H", "H", "H", "H", "H", "H", "H", "H", "H", "H", "H", "H", "H", "H", "H", "H", "H", "H", "H", "H", "H", "H", "H", "H"],
  "xyz": [[-2.70, -0.28, 0.82], [-3.33, 0.76, 1.35], [-2.96, -1.72, 0.72], [1.02, -0.24, -4.94], [2.23, -0.11, 3.26], [-1.07, 0.01, 1.70], [1.86, 0.85, 1.41], [-0.32, 1.57, -4.31], [-1.53, 2.02, -2.31], [0.52, 0.94, -5.10], [2.99, 0.05, 0.84], [1.15, 1.91, 0.50], [2.40, -0.82, -0.21], [-1.13, 0.65, 3.01], [-2.92, -0.87, 3.97], [-1.01, 1.02, -3.19], [-0.73, -0.14, -2.82], [0.31, 1.38, 3.28], [-0.57, -1.76, 4.32], [1.40, 0.48, 2.61], [-2.01, 1.51, -1.20], [-1.62, -0.31, 4.14], [1.33, -3.13, -0.43], [-1.26, -0.42, -1.63], [-1.88, 0.16, -0.78], [1.69, -1.97, 0.42], [2.16, -1.88, -2.31], [2.46, -0.85, -1.56], [1.40, -3.08, -1.87], [0.92, 1.91, -6.37], [0.57, 1.55, 4.27], [1.05, -3.92, -2.46], [0.03, 2.17, -7.03], [-1.40, 0.06, 5.30], [-1.85, 1.19, 3.05], [-2.47, 2.16, -0.60], [-3.29, -1.29, 3.27], [-0.37, 2.71, -4.48], [0.08, 1.55, 0.78], [-1.39, 3.00, -2.68], [-3.36, -1.43, 5.06], [2.48, -1.84, -3.33], [1.50, 2.72, -6.05], [3.05, 0.00, -1.98], [1.51, 2.72, 0.65], [-0.75, -0.91, 1.79], [-0.81, -2.22, 5.25], [0.82, -3.65, 0.02], [-3.73, 0.14, 4.13], [3.43, 1.03, 0.34], [0.92, 1.44, -0.52], [0.17, 2.35, 2.80], [0.45, -1.43, 4.32], [1.48, 1.24, -7.15], [-0.72, -2.27, 3.36], [3.61, -0.23, 1.52], [1.62, -2.11, 1.45], [-0.22, -0.80, -3.27], [-1.19, -1.54, -1.16]],
  "spin_multiplicity": 1,
  "e_lumo_ev": 0.19
}

Let's list max |F| in order: 1.3 17.7 eV Å⁻¹.
Let's list molar mass in order: 383.49 431.56 Da.
Let's list Kohn-Sham gap in order: 7.675 8.542 eV.